Entry 1:
5
Properties=species:S:1:pos:R:3:mulliken_charge:R:1 method="wB97M-V/def2-TZVPD" total_energy_ha=-529.69584 fmax_ev_per_a=5.2 smiles="N#CC=S" relative_energy_ev=0.1266 total_charge=0
S 1.33376 -0.26914 0.00459 -0.15
N -2.16854 -0.38660 0.01808 -0.25
C 0.13476 0.72247 -0.02832 -0.20
C -1.19288 0.14641 -0.02476 0.31
H 0.18828 1.79918 0.11851 0.29

---

Entry 2:
18
Properties=species:S:1:pos:R:3:mulliken_charge:R:1 method="wB97M-V/def2-TZVPD" total_energy_ha=-268.81936 fmax_ev_per_a=4.7 relative_energy_ev=8.0814 total_charge=0
N 2.13509 1.70547 -1.01053 -0.52
N -0.82722 -1.13991 0.25490 0.04
C -0.67571 -0.16516 1.36581 -0.63
C 0.32991 -0.92981 -0.50462 -1.11
C 1.58705 1.64797 0.28250 -0.43
C -2.06302 -1.22718 -0.48073 -0.81
H 0.30744 -1.38224 -1.50865 0.38
H -0.24005 -0.67856 2.22736 0.21
H 0.46911 0.16545 -0.56899 0.41
H -2.11715 -0.57037 -1.35574 0.31
H 1.60326 2.48832 0.98240 0.35
H 2.26547 0.78465 0.36894 0.32
H 2.28718 2.67362 -1.32767 0.18
H 1.26200 -1.23723 0.01378 0.29
H -2.84881 -0.97283 0.23960 0.34
H 0.55058 1.05678 0.33676 0.15
H -2.25700 -2.22723 -0.89224 0.26
H -1.76815 0.00826 1.57711 0.26

---

Entry 3:
32
Properties=species:S:1:pos:R:3:mulliken_charge:R:1 method="wB97M-V/def2-TZVPD" total_energy_ha=-671.14360 fmax_ev_per_a=2.8 smiles="C=C(N)CC.O.O.O.O.O.O" relative_energy_ev=2.1162 total_charge=0
O -0.31530 1.31782 -3.07486 -0.75
O 0.17166 0.31318 3.49411 -0.63
O -1.78573 -2.66538 -1.16565 -0.62
O -2.96500 -0.61086 1.30628 -0.60
O 0.49361 -1.26216 -3.19674 -0.66
O -2.06197 2.21325 2.65146 -0.63
N -0.07613 1.71598 0.66458 -0.37
C 0.97325 0.96315 0.15530 0.17
C 1.84319 -1.39526 -0.09034 -1.20
C 1.77273 1.42391 -0.82284 -1.24
C 1.09324 -0.41621 0.79566 0.68
H 1.71363 -1.17668 -1.17078 0.20
H 1.86465 2.43920 -1.13790 0.52
H -2.09059 1.63834 1.85601 0.44
H -1.32718 -2.25528 -1.92959 0.32
H 2.38270 0.67862 -1.38144 0.22
H -1.14214 -3.27452 -0.80211 0.29
H -0.73631 -0.03677 3.46376 0.34
H 0.70646 -0.49681 3.66080 0.31
H 2.89146 -1.39704 0.21079 0.31
H 0.15390 2.69419 0.62026 0.21
H -1.10898 2.22941 2.83586 0.46
H -3.23600 -0.73422 0.39930 0.31
H -0.48444 1.48312 1.57181 -0.02
H 1.48630 -0.36265 1.80444 0.11
H -2.60287 -1.46682 1.54389 0.27
H 0.01456 1.67630 -2.27393 0.39
H 0.02371 -0.43762 -2.95232 0.47
H 1.44255 -2.44456 -0.11558 0.28
H 0.07790 -0.89608 1.03799 -0.13
H 0.84912 -1.12444 -4.06671 0.25
H -0.02202 1.66688 -3.89155 0.30

---

Entry 4:
19
Properties=species:S:1:pos:R:3:mulliken_charge:R:1 method="wB97M-V/def2-TZVPD" total_energy_ha=-489.70310 fmax_ev_per_a=3.2 relative_energy_ev=4.1874 total_charge=0
O 1.23123 1.71332 0.70391 -0.48
O -1.16849 1.80421 -0.01820 -0.86
N 0.96161 0.54307 -0.00842 -0.19
N -1.20752 -0.52388 0.29237 -0.42
N 1.17961 -1.98611 0.33613 -0.86
N 0.71898 -0.64349 2.17194 -0.47
C 0.67951 -0.91078 0.81187 0.60
C -0.81629 0.69918 -0.50152 1.05
C -0.81705 0.41097 -1.99009 -1.37
H 1.19004 -1.37707 2.67935 0.26
H -1.84218 0.27700 -2.33445 0.34
H 1.66469 0.44551 -0.73925 0.28
H -1.74855 -0.26862 1.11307 0.29
H -0.33039 1.24020 -2.50044 0.31
H 1.08894 -2.09833 -0.66652 0.23
H -1.61531 -1.30936 -0.20165 0.27
H 0.77349 0.33997 2.40491 0.25
H 0.31718 2.14437 0.66713 0.36
H -0.25949 -0.50017 -2.22014 0.40

---

Entry 5:
113
Properties=species:S:1:pos:R:3:mulliken_charge:R:1 method="wB97M-V/def2-TZVPD" total_energy_ha=-3563.30133 fmax_ev_per_a=1.8 relative_energy_ev=1.2901 total_charge=-2
Cs 0.06034 -0.23943 0.12445 0.92
S 1.00873 -4.78479 2.23252 -0.38
S 0.33301 -2.38201 4.30080 -0.15
O -3.05232 -2.75009 -2.54512 -0.57
O -1.83530 2.06776 -2.73019 -0.57
O -0.52203 3.81801 -2.06746 -1.07
O -1.96920 1.71210 2.74958 -0.45
O 1.70287 -0.32201 -1.95985 -0.72
O 2.78054 0.40080 -0.14704 -0.72
N -3.23044 -0.71465 1.00573 -0.18
N -2.81830 -2.95651 2.70741 0.06
N -4.95523 3.59866 3.00693 -0.85
N 2.80632 -1.64571 3.72403 0.19
N -3.80317 2.09691 7.06705 -0.70
N -1.47915 0.84293 4.78630 -0.29
N 2.75153 -2.99761 1.33114 0.33
N 0.39816 3.54754 1.71306 -0.82
N -4.66078 0.14247 2.51978 -0.68
N -4.52962 0.96761 1.47043 0.23
N -3.78605 -2.87703 5.32349 -0.69
C 4.81139 2.88826 3.20717 -0.55
C 2.69121 -3.50166 -0.04272 -1.08
C -2.75100 -3.74295 -1.92752 0.79
C -2.75192 -5.10304 -2.60141 -1.22
C 2.51009 0.44100 -1.38283 0.71
C -4.20777 3.06381 3.71316 0.17
C -0.97092 5.23634 -4.04404 -1.71
C 3.40556 0.69688 4.19439 -0.06
C -3.65365 0.46312 0.59140 -0.88
C 2.70364 -0.53968 4.69030 -0.64
C -2.52559 -3.90317 3.59246 -0.38
C -2.19930 4.53035 -8.14834 -1.65
C -2.35570 -3.72906 -0.47734 0.16
C 4.24680 -5.44007 0.31492 -0.22
C -3.01467 -3.87214 4.88584 -0.23
C -4.18109 5.50110 -6.97368 -1.65
C 5.16132 2.33542 4.43365 -0.63
C -1.67065 5.26502 -5.25168 -0.52
C -3.61872 2.23756 5.93042 0.07
C -2.23781 1.63931 3.95289 0.72
C 3.92697 -4.28680 -0.40037 0.16
C 1.76348 -2.44030 3.47873 0.39
C 3.76126 2.34996 2.47902 -0.43
C 5.39167 -6.15845 0.00757 -0.69
C -2.58341 3.07173 -4.85680 -0.88
C -3.58339 -1.95666 3.13415 0.31
C -4.01470 3.05466 -7.33566 -2.15
C 5.91548 -4.58740 -1.73193 -0.71
C 3.05261 1.27090 2.98331 0.03
C -1.88772 3.04545 -3.66450 0.60
C -3.20901 4.31350 -7.01200 2.16
C 1.90398 -3.38831 2.28621 0.03
C -3.32696 2.36945 4.56095 0.22
C -4.05499 -1.91534 4.45251 -0.38
C -1.09017 4.10939 -3.26025 0.85
C -2.47243 4.20417 -5.67434 0.49
C 3.18459 1.51432 -2.22839 -1.23
C 6.22914 -5.73390 -1.01802 -0.37
C -3.85888 -0.85166 2.20361 0.35
C 4.46828 1.23471 4.91736 -0.36
C 4.05498 -1.88247 2.99524 -1.37
C 3.71792 -1.91305 1.53001 0.75
C 4.76932 -3.86493 -1.42112 -0.05
B -0.94475 2.48673 -1.64845 0.30
H -2.77580 -4.59553 0.03864 0.37
H -2.85950 -4.98497 -3.67709 0.33
H -2.76656 -4.65706 5.59161 0.40
H 6.56544 -4.24660 -2.52820 0.38
H 3.31823 -0.96829 1.15657 -0.54
H -1.85981 -4.69471 3.26627 0.29
H -0.93172 0.13950 4.31519 0.02
H -4.87301 1.91750 1.56078 0.31
H -4.72637 5.58289 -7.91947 0.43
H -3.32873 0.98543 -0.29762 0.72
H -1.62562 5.44622 -8.00126 0.31
H -2.65465 -2.81747 0.03732 -0.15
H -4.64329 -1.06907 4.78635 0.51
H 5.63177 -7.05354 0.56850 0.38
H 2.58065 -2.62821 -0.69566 0.29
H -3.37467 2.17230 -7.39228 0.42
H 3.78635 1.03378 -3.00326 0.33
H -4.78382 2.86612 -6.58456 0.40
H 7.12440 -6.29544 -1.25572 0.37
H 1.63698 -0.37710 4.84404 0.19
H -1.26699 -3.83398 -0.40936 -0.17
H 4.52414 -2.96253 -1.97012 0.48
H 2.24479 0.85501 2.39367 0.62
H 4.75046 0.78683 5.86386 0.35
H -2.71497 4.60194 -9.11140 0.44
H -0.41724 3.02743 2.03889 0.37
H -3.18671 2.21733 -5.13105 0.52
H -1.58261 6.14791 -5.87531 0.31
H 2.40948 2.10043 -2.72326 0.19
H 3.81574 2.16617 -1.62639 0.26
H -1.83768 -5.65148 -2.36541 0.31
H -1.85753 0.58423 5.68337 0.25
H 3.58557 -5.76238 1.11187 0.34
H 4.60102 -2.15859 0.93696 0.59
H 5.35789 3.73810 2.81696 0.38
H -4.90440 5.37604 -6.16575 0.38
H 3.12569 -0.84311 5.65413 0.19
H 5.97925 2.75327 5.00767 0.35
H 3.48590 2.74614 1.50965 0.45
H 0.14911 3.80311 0.75888 0.26
H 4.75159 -1.08049 3.21238 0.48
H -4.51029 3.17649 -8.30252 0.44
H 1.13415 2.85929 1.58626 0.17
H -3.58630 -5.69204 -2.21195 0.30
H -1.49250 3.69950 -8.19484 0.38
H -0.35265 6.06827 -3.73043 0.41
H 4.49867 -2.83104 3.31495 0.33
H 1.80343 -4.12410 -0.12641 0.37
H -3.65176 6.43945 -6.80236 0.32

---

Entry 6:
8
Properties=species:S:1:pos:R:3:mulliken_charge:R:1 method="wB97M-V/def2-TZVPD" total_energy_ha=-246.01097 fmax_ev_per_a=5.1 smiles="C#CC(N)=O" relative_energy_ev=2.1925 total_charge=0
O 1.63130 0.92959 -0.03618 -0.45
N 0.97502 -1.23854 0.26608 -0.46
C -0.87584 0.67026 0.08289 -0.60
C 0.77809 0.11128 0.06388 0.49
C -1.86977 1.33025 0.07037 0.02
H 1.83322 -1.43035 -0.17604 0.27
H -2.78481 1.59947 -0.21170 0.44
H 0.31278 -1.97195 -0.05932 0.29

---

no.,highest occupied orbital energy (eV),E_LUMO (eV),frontier orbital gap (eV)
1,-9.90,-1.54,8.36
2,-6.94,-1.48,5.46
3,-8.40,0.34,8.74
4,-8.93,0.73,9.66
5,-1.38,3.14,4.52
6,-10.53,0.83,11.36